Entry 1:
ORCA calculation (ωB97M-V/def2-TZVPD) on 2 unconnected molecules or ions with the total composition C5H10O2.

E_HOMO, eV: -9.8
Energy above the lowest of the compared OMol25 structures with the same formula, charge and spin, kJ/mol: 175.8
Charge: 0
M, g mol⁻¹: 102.133
Orbital gap, eV: 10.42
Electronic energy, a.u.: -346.95848

Structure (XYZ):
```
17
Properties=species:S:1:pos:R:3:forces:R:3:nbo_charge:R:1
C -2.498061 -0.227823 -0.050965 -0.01 -0.05 0.03 -0.648
C -1.214998 0.535970 -0.212753 0.16 -0.01 0.10 -0.174
C -0.127767 0.353415 0.535610 -0.22 0.05 -0.07 -0.194
C 1.123770 1.189427 0.429510 -0.03 0.08 -0.04 -0.551
C 2.410172 0.386009 0.477172 0.09 -0.19 -0.26 0.467
O 2.711313 -0.466166 -0.325602 -0.12 0.38 0.36 -0.537
H -2.815615 -0.682086 -0.997247 0.06 0.08 0.14 0.222
H -2.398873 -1.022927 0.695318 0.01 0.13 -0.12 0.218
H -3.304813 0.442374 0.271579 0.12 -0.10 -0.08 0.222
H -1.197798 1.300599 -0.992481 0.02 -0.10 0.13 0.195
H -0.139342 -0.415412 1.309089 0.00 0.10 -0.10 0.208
H 1.152159 1.925984 1.242603 -0.01 -0.11 -0.09 0.222
H 1.120217 1.744222 -0.518215 0.00 -0.07 0.13 0.243
H 3.107197 0.634242 1.301785 0.00 -0.05 -0.07 0.113
O 0.618773 -2.296505 -1.052233 -0.01 0.06 -0.12 -0.958
H -0.015304 -1.569310 -1.066513 0.05 -0.13 0.02 0.464
H 1.468973 -1.832020 -1.046663 -0.11 -0.09 0.03 0.486
```
Positions in Å, forces in eV/Å.



Entry 2:
ORCA calculation (ωB97M-V/def2-TZVPD) on a molecular structure, C31H30Cl5F3N5O6S2V.

E_HOMO (alpha / beta), eV: -3.6 / -1.6
Charge: -1
Spin multiplicity: 2
M, g mol⁻¹: 917.947
Orbital gap (alpha / beta), eV: 5.36 / 3.38
Electronic energy, a.u.: -6265.64912

Structure (XYZ):
```
83
Properties=species:S:1:pos:R:3:forces:R:3:mulliken_spin:R:1
V -2.049918 0.277885 1.142646 0.95 2.03 0.32 1.391
F -6.079488 3.314692 3.117434 0.23 0.17 -0.05 0.000
C -6.451980 2.099015 2.663848 -0.26 0.22 0.30 0.016
F -6.325542 1.259627 3.703828 0.13 -0.18 0.01 0.000
F -7.787643 2.205149 2.460522 -0.24 -0.03 -0.26 -0.001
C -5.731683 1.660754 1.434622 0.62 -0.25 0.00 0.045
C -6.423204 1.445602 0.250038 -0.23 0.02 -0.06 -0.150
C -5.739201 0.919437 -0.838590 0.25 0.01 0.09 0.082
C -4.394396 0.616224 -0.698076 -0.77 -0.19 -1.08 -0.110
N -3.717446 0.862624 0.413768 -0.91 0.13 -0.02 -0.091
C -4.352423 1.382244 1.489489 -1.67 0.54 -0.12 -0.061
S -3.335820 1.615379 2.816926 0.77 0.03 0.88 -0.017
H -7.481382 1.663505 0.196240 0.03 -0.04 -0.02 -0.022
H -6.251828 0.716612 -1.766340 0.01 -0.03 -0.09 0.006
H -3.828949 0.157153 -1.502197 -0.06 0.04 0.05 -0.027
Cl -0.869206 2.504298 0.950910 -0.13 0.52 0.39 -0.025
C 0.760185 2.334309 0.257557 0.25 -0.36 -0.11 -0.017
Cl 0.906598 0.709122 -0.407213 0.58 0.40 -0.26 -0.006
H 1.486172 2.453863 1.059201 -0.03 0.07 -0.11 -0.001
H 0.895634 3.059787 -0.539395 -0.06 0.02 0.07 0.006
O -1.425253 -2.916009 -1.124411 0.15 0.20 -0.01 0.016
C -1.780323 -2.067303 -0.319567 -0.73 -1.60 0.01 0.013
O -1.422084 -0.851087 -0.287602 0.94 0.50 -0.91 -0.067
C -2.755502 -2.379773 0.870118 0.05 -1.26 -0.74 -0.003
O -3.257806 -3.481035 1.020542 0.12 0.05 0.05 0.004
O -2.897702 -1.353293 1.596336 -1.05 -0.48 1.23 -0.003
Cl 7.894934 0.246846 2.179084 0.16 0.12 -0.05 0.000
C 6.447746 -0.690513 2.255774 -0.44 -0.51 0.04 0.000
C 5.216984 -0.063759 2.395738 0.48 0.03 0.08 0.000
C 4.073134 -0.827693 2.472185 0.00 -0.71 0.03 0.003
C 4.114260 -2.230891 2.416020 0.34 0.48 0.02 0.000
C 2.878667 -3.077711 2.546015 -0.35 -0.17 0.41 0.000
C 1.919513 -2.597725 3.672251 0.33 -0.63 -0.32 -0.001
N 1.080521 -1.488811 3.313211 -0.17 0.16 -0.23 0.006
C 1.067063 -0.267105 3.923831 -0.09 0.55 0.21 -0.004
C 0.129682 0.481637 3.277772 0.40 0.07 0.49 0.015
N -0.430472 -0.264380 2.284202 0.73 -0.62 0.68 -0.059
C 0.146403 -1.444524 2.336488 -0.13 -0.01 -0.10 0.028
O 2.139856 -3.282728 1.348954 0.11 -0.28 0.31 -0.001
C 2.328168 -2.388934 0.271042 -0.09 0.27 -0.34 0.004
C 3.597069 -2.670935 -0.476758 0.10 0.49 -0.07 0.001
C 4.492144 -1.741287 -0.923711 0.12 -0.61 -0.18 0.000
Cl 4.373091 -0.045755 -0.772521 0.06 0.24 -0.15 0.001
S 5.842767 -2.460222 -1.746557 -0.54 -0.09 0.32 0.000
C 5.177824 -4.034972 -1.485263 0.12 0.42 -0.08 0.000
C 4.002476 -3.986651 -0.814247 0.21 -0.14 -0.19 0.000
C 5.372809 -2.822660 2.261802 -0.37 0.22 0.06 0.000
Cl 5.529307 -4.539353 2.153495 0.14 -0.34 0.05 0.000
C 6.531301 -2.080472 2.179408 0.13 0.70 0.02 0.000
H 5.156253 1.013932 2.435189 0.04 0.04 -0.01 -0.001
H 3.125401 -0.322554 2.568033 -0.11 0.02 -0.01 0.000
H 3.204008 -4.081990 2.851456 -0.11 0.29 0.01 0.000
H 2.517688 -2.309316 4.539219 -0.13 -0.07 0.00 0.000
H 1.279882 -3.441457 3.942934 0.08 0.04 0.01 0.000
H 1.696250 -0.045724 4.762110 0.13 0.02 0.15 0.000
H -0.183826 1.490431 3.485785 -0.06 -0.02 -0.03 0.008
H -0.075385 -2.278456 1.699587 -0.06 -0.13 -0.05 0.001
H 2.306039 -1.340407 0.585421 -0.11 -0.16 -0.06 -0.002
H 1.468604 -2.579479 -0.380549 0.00 0.18 0.03 -0.001
H 5.702956 -4.891112 -1.858588 0.08 -0.22 -0.05 0.000
H 3.414892 -4.847872 -0.549820 -0.05 -0.18 0.04 0.000
H 7.486215 -2.564514 2.059277 0.09 -0.05 -0.02 0.000
C -1.666644 4.473519 -2.137302 -0.08 -0.08 0.14 0.001
N -1.523292 3.437578 -3.128392 -0.07 0.27 -0.11 0.006
C -1.119928 3.831940 -4.453005 -0.09 -0.14 -0.25 0.000
C -1.725618 2.865796 -5.458777 0.23 -0.09 0.12 0.000
C -1.239921 1.469596 -5.102905 -0.08 0.24 -0.22 0.000
N -1.469600 1.180686 -3.708609 0.08 -0.18 -0.40 0.002
C -1.425191 -0.221805 -3.356752 -0.06 -0.02 0.34 -0.003
C -1.629293 2.120737 -2.741061 -0.08 0.14 0.11 -0.019
O -1.871921 1.836165 -1.579491 0.00 -0.12 -0.09 0.036
H -2.367278 5.234828 -2.489714 0.00 0.03 0.01 0.000
H -0.708323 4.958943 -1.923586 0.04 0.04 0.05 0.000
H -2.051683 4.019887 -1.226600 0.04 0.10 -0.01 -0.004
H -0.024315 3.828341 -4.548359 0.01 0.11 -0.06 0.000
H -1.473211 4.850957 -4.632459 0.06 -0.03 0.03 0.000
H -1.431838 3.119554 -6.478133 0.00 0.01 0.00 0.000
H -2.813234 2.909234 -5.381258 -0.03 0.02 -0.04 0.000
H -0.167594 1.378878 -5.335670 -0.07 -0.05 -0.06 0.000
H -1.773354 0.717721 -5.695666 0.09 0.05 0.03 0.000
H -2.307719 -0.741400 -3.735259 -0.01 -0.09 -0.05 0.000
H -1.392245 -0.320216 -2.274236 0.02 -0.08 -0.09 0.008
H -0.531834 -0.682596 -3.781670 0.04 -0.04 -0.03 0.000
```
Positions in Å, forces in eV/Å.



Entry 3:
ORCA calculation (ωB97M-V/def2-TZVPD) on 2 unconnected molecules or ions with the total composition C4H9NO.

E_HOMO (alpha / beta), eV: -9.1 / -9.1
Energy above the lowest of the compared OMol25 structures with the same formula, charge and spin, kJ/mol: 656.8
Charge: 0
M, g mol⁻¹: 87.122
Orbital gap (alpha / beta), eV: 9.19 / 9.00
Electronic energy, a.u.: -287.58230

Structure (XYZ):
```
15
Properties=species:S:1:pos:R:3:forces:R:3:nbo_charge:R:1
C -0.201520 -0.176522 0.528217 -0.06 2.46 -2.21 0.375
C -0.935126 -1.021085 1.483324 0.86 0.60 2.72 -0.696
C -0.960636 0.782803 -0.442470 1.94 -0.66 0.27 -0.674
C 2.057121 0.390865 -0.503751 -0.31 -0.78 2.87 -0.423
N 1.042806 -0.286768 0.356070 2.01 -3.26 0.60 -0.244
O 1.685588 -2.166886 0.705360 -0.70 2.44 -0.24 -0.451
H -0.403076 -0.962696 2.569723 -1.58 0.06 -2.52 0.261
H -0.602425 -1.943515 1.126454 0.12 -2.21 -0.16 0.284
H -2.039223 -0.965993 1.483669 0.77 0.35 0.09 0.227
H -0.247580 1.568997 -0.835085 -0.89 -1.27 -0.15 0.220
H -1.462741 0.124841 -1.189938 0.42 0.84 0.29 0.242
H -1.643693 1.322973 0.134381 -1.58 0.70 0.68 0.220
H 2.046408 -0.040085 -1.468933 -0.15 -0.25 -1.13 0.217
H 1.752037 1.438824 -0.464346 0.83 0.10 -0.38 0.197
H 3.071129 0.122005 -0.021966 -1.69 0.88 -0.75 0.245
```
Positions in Å, forces in eV/Å.



Entry 4:
ORCA calculation (ωB97M-V/def2-TZVPD) on a molecular structure, C21H28CoF5N3OSTe.

E_HOMO (alpha / beta), eV: -8.4 / -8.4
Energy above the lowest of the compared OMol25 structures with the same formula, charge and spin, kJ/mol: 245.7
Charge: 0
Spin multiplicity: 4
M, g mol⁻¹: 652.065
Orbital gap (alpha / beta), eV: 8.19 / 8.11
Electronic energy, a.u.: -3604.86588

Structure (XYZ):
```
61
Properties=species:S:1:pos:R:3:forces:R:3:nbo_charge:R:1
Co -0.523240 0.604942 0.842692 -0.14 -1.17 -0.17 1.402
C 3.745221 -1.402773 -4.666716 -0.03 0.06 0.02 -0.599
C 3.144369 -0.139132 -4.032187 -0.01 0.01 -0.10 -0.063
C 1.676962 -0.043091 -4.453853 0.07 0.01 0.04 -0.611
C 3.884863 1.095856 -4.568702 -0.03 -0.03 0.01 -0.600
C 3.302881 -0.199393 -2.515854 -0.01 0.00 0.00 0.010
C 4.594552 -0.317648 -1.968988 0.07 0.00 0.08 -0.202
C 4.820178 -0.356367 -0.609188 -0.01 0.02 -0.05 -0.204
C 3.720452 -0.279103 0.236495 -0.10 -0.03 0.08 -0.243
S 3.658480 -0.297244 1.971997 -0.10 0.00 -0.02 0.430
C 1.933355 -0.158526 1.906449 0.26 -0.09 -0.16 0.108
N 1.444236 -0.115491 0.692242 -0.22 0.29 0.13 -0.605
C 2.428898 -0.166354 -0.277655 0.26 -0.07 -0.05 0.203
C 2.222564 -0.124306 -1.656082 -0.11 0.03 0.02 -0.242
C 1.069635 -0.056289 3.080573 -0.26 0.03 0.26 -0.093
C 1.549878 -0.272675 4.373167 0.10 -0.01 -0.16 -0.200
C 0.686240 -0.147635 5.444066 0.00 0.00 0.07 -0.234
C -0.643642 0.191597 5.218162 -0.04 -0.01 -0.06 -0.183
C -1.107164 0.404803 3.925249 0.01 -0.05 0.11 -0.236
C -0.268813 0.289566 2.820460 0.16 0.13 -0.11 -0.446
H 3.622912 -1.363130 -5.750924 0.01 -0.02 0.00 0.209
H 3.244583 -2.299068 -4.295965 0.01 0.00 0.00 0.211
H 4.810599 -1.494100 -4.454271 0.00 -0.02 0.01 0.206
H 1.618468 0.012526 -5.541643 -0.01 -0.01 0.00 0.214
H 1.200115 0.851057 -4.048779 -0.02 -0.01 -0.01 0.218
H 1.113989 -0.921516 -4.131608 -0.03 0.02 0.00 0.207
H 3.741428 1.173423 -5.648397 0.02 0.01 0.00 0.208
H 4.956611 1.034270 -4.376489 0.00 0.02 0.01 0.206
H 3.506431 2.008235 -4.105128 0.00 0.00 0.00 0.219
H 5.450125 -0.372547 -2.629318 -0.01 0.01 -0.02 0.214
H 5.823024 -0.431065 -0.210290 0.01 -0.03 -0.04 0.224
H 1.209022 -0.013930 -2.016912 0.02 0.01 -0.02 0.229
H 2.590608 -0.533856 4.535189 -0.02 -0.02 0.06 0.206
H 1.043334 -0.308683 6.452865 0.01 -0.01 -0.01 0.213
H -1.321820 0.292265 6.057272 0.02 0.01 0.01 0.208
H -2.149368 0.669910 3.784453 0.00 0.00 -0.01 0.203
F -0.679467 4.348810 -1.747148 -0.02 -0.41 0.18 -0.612
Te -0.582093 3.486631 -0.094082 0.02 3.20 0.47 3.413
F 1.290182 3.535454 -0.133410 -0.35 -0.28 -0.16 -0.617
F -0.443519 3.076581 1.745411 -0.04 -0.41 -0.53 -0.624
F -0.445932 5.236080 0.566113 -0.03 -0.32 -0.24 -0.603
F -2.428125 3.715141 0.200260 0.33 -0.21 -0.21 -0.628
O -0.776112 1.843628 -0.769862 0.14 -0.87 0.63 -1.209
C -4.852665 -2.092674 0.092337 0.00 0.04 0.07 -0.634
C -4.417422 -1.337502 1.352826 -0.08 -0.15 -0.10 0.096
C -4.745280 -2.156675 2.598316 0.05 0.06 -0.03 -0.608
C -5.113422 0.023880 1.424201 0.06 -0.04 0.05 -0.635
N -2.960077 -1.127169 1.408963 -0.13 0.16 0.13 -0.463
N -2.418277 -0.324223 0.364996 0.25 0.16 -0.10 -0.714
H -5.929805 -2.265324 0.103259 0.00 0.01 -0.04 0.223
H -4.354153 -3.062830 0.033435 -0.02 -0.01 0.00 0.208
H -4.620824 -1.525210 -0.812060 -0.04 -0.02 -0.02 0.201
H -5.823333 -2.279584 2.700046 0.00 -0.04 -0.01 0.215
H -4.359360 -1.652674 3.484684 -0.03 -0.01 0.01 0.228
H -4.293092 -3.149614 2.541726 0.01 0.00 0.02 0.207
H -6.150128 -0.103633 1.734067 -0.02 -0.01 -0.05 0.226
H -5.126978 0.532116 0.457635 0.02 0.03 0.02 0.208
H -4.618865 0.664898 2.156798 -0.02 -0.01 0.01 0.226
H -2.467072 -2.011188 1.412884 0.10 0.02 0.03 0.360
H -2.943752 0.547857 0.356369 -0.02 0.00 -0.04 0.389
H -2.540388 -0.737326 -0.560149 -0.05 0.04 -0.02 0.362
```
Positions in Å, forces in eV/Å.



Entry 5:
ORCA calculation (ωB97M-V/def2-TZVPD) on a molecular structure, C14H7BrNO6Zn.

E_HOMO, eV: -6.6
Energy above the lowest of the compared OMol25 structures with the same formula, charge and spin, kJ/mol: 50.0
Charge: -1
M, g mol⁻¹: 430.505
Orbital gap, eV: 9.22
Electronic energy, a.u.: -5397.48449

Structure (XYZ):
```
30
Properties=species:S:1:pos:R:3:forces:R:3:nbo_charge:R:1
Zn 0.259777 -1.004446 0.421475 -0.03 0.01 -0.09 1.714
O -0.732001 -4.064930 -2.112083 -0.04 0.13 0.02 -0.658
C -0.339022 -3.076843 -1.507211 0.11 -0.11 0.25 0.745
O -0.807150 -2.553483 -0.433135 -0.02 -0.10 -0.22 -0.855
C 0.885157 -2.336420 -2.067930 -0.08 0.16 0.09 0.109
C 1.543955 -2.584179 -3.257363 0.05 0.00 -0.10 -0.222
C 2.564425 -1.710865 -3.626111 -0.01 -0.01 0.01 -0.167
C 2.886886 -0.610542 -2.836299 0.04 -0.01 -0.09 -0.224
C 2.179668 -0.431395 -1.662187 -0.08 -0.15 0.15 0.120
N 1.251059 -1.309502 -1.318959 0.05 0.03 -0.02 -0.584
C 2.278468 0.750896 -0.684922 -0.23 0.12 -0.07 0.744
O 3.127661 1.602103 -0.912691 -0.03 -0.09 0.10 -0.659
O 1.390262 0.723703 0.239039 0.27 0.05 -0.08 -0.853
H 1.243467 -3.423319 -3.869526 0.01 0.02 0.02 0.240
H 3.098837 -1.876344 -4.553964 0.00 0.00 0.00 0.210
H 3.648539 0.104795 -3.113949 -0.02 -0.02 0.00 0.240
Br -4.350656 1.249410 -0.096773 0.00 -0.01 0.01 0.028
C -3.001050 1.658067 1.179280 0.02 -0.01 -0.01 -0.064
C -2.880417 2.958659 1.634587 0.03 0.01 0.02 -0.252
C -1.898414 3.246788 2.574979 0.00 0.00 0.01 -0.200
C -1.061442 2.247983 3.045540 -0.04 0.05 0.01 -0.202
C -1.182234 0.951311 2.565322 0.03 0.06 -0.07 -0.048
C -2.161345 0.650012 1.623875 0.00 0.04 0.01 -0.282
C -0.231596 -0.118977 3.072158 -0.17 -0.01 -0.03 0.768
O 0.267332 0.010203 4.174357 0.03 -0.05 -0.05 -0.639
O -0.073935 -1.129175 2.276354 0.14 -0.09 0.16 -0.920
H -3.538919 3.730060 1.259057 0.01 -0.01 0.01 0.219
H -1.789705 4.262282 2.936920 0.00 -0.02 -0.02 0.209
H -0.297281 2.449885 3.783837 -0.01 0.00 -0.01 0.237
H -2.280324 -0.365746 1.266332 -0.02 0.00 -0.01 0.244
```
Positions in Å, forces in eV/Å.